Formula: C28H91N21O15
Source: OMol25
Level of theory: wB97M-V/def2-TZVPD

Geometry as XYZ:
```
155
Properties=species:S:1:pos:R:3
C -3.96 -1.38 4.15
O -3.60 -2.48 3.96
N -5.06 -0.88 3.54
N -3.24 -0.45 4.71
H -5.59 -1.49 2.95
H -5.29 0.10 3.65
H -3.65 0.45 4.92
H -2.31 -0.72 4.99
C 0.74 4.53 -4.43
O 1.07 4.74 -5.57
N 1.56 4.21 -3.36
N -0.48 4.41 -3.98
H 2.57 4.16 -3.46
H 1.14 4.24 -2.45
H -0.56 4.36 -2.97
H -1.23 4.54 -4.64
C 1.62 -5.00 -0.81
O 0.45 -5.05 -0.40
N 2.22 -3.96 -1.22
N 2.52 -6.01 -0.68
H 3.21 -3.98 -1.07
H 1.58 -3.19 -1.37
H 2.18 -6.89 -0.30
H 3.43 -5.90 -1.09
C 0.60 -2.10 5.59
O -0.23 -1.26 6.08
N 0.14 -3.12 4.92
N 1.81 -1.92 5.49
H -0.84 -3.26 4.76
H 0.79 -3.53 4.26
H 2.11 -1.06 5.93
H 2.42 -2.50 4.93
C 0.97 0.70 -6.78
O 0.55 1.53 -7.60
N 1.68 -0.36 -7.13
N 0.72 0.71 -5.51
H 2.14 -0.91 -6.42
H 1.99 -0.47 -8.09
H 0.24 1.45 -5.02
H 1.22 -0.03 -5.03
C -1.23 -2.32 -1.02
O -0.45 -2.31 -1.95
N -1.14 -3.06 0.01
N -2.28 -1.52 -0.91
H -0.44 -3.79 -0.01
H -1.88 -3.07 0.70
H -2.48 -0.93 -1.71
H -2.97 -1.75 -0.21
C 2.46 2.50 4.55
O 3.66 2.79 4.59
N 1.67 3.11 3.72
N 1.78 1.75 5.40
H 0.67 3.01 3.70
H 2.15 3.66 3.01
H 0.79 1.93 5.32
H 2.23 1.44 6.25
C 0.87 5.41 -0.16
O 0.02 5.40 -1.01
N 1.30 6.41 0.55
N 1.49 4.31 0.16
H 2.02 6.13 1.19
H 0.89 7.33 0.51
H 0.97 3.51 -0.15
H 2.40 4.29 0.60
C 4.71 1.30 -3.50
C 4.80 0.48 -2.13
C 5.04 1.46 -0.92
O 6.20 2.33 -1.21
C 6.37 3.41 -0.29
N 3.66 -0.43 -1.90
H 5.62 1.86 -3.75
H 3.74 1.78 -3.58
H 4.72 0.57 -4.31
H 5.76 -0.04 -2.21
H 5.34 0.92 -0.02
H 4.10 1.98 -0.76
H 6.10 3.11 0.72
H 5.70 4.25 -0.47
H 7.38 3.80 -0.34
H 4.15 -1.31 -2.01
H 3.22 -0.50 -1.00
C 5.78 -3.35 4.97
C 4.68 -3.02 3.98
C 5.12 -2.90 2.53
O 5.99 -1.83 2.30
C 6.50 -1.78 1.01
N 3.56 -3.87 4.18
H 5.43 -3.82 5.89
H 6.41 -2.48 5.15
H 6.55 -4.02 4.59
H 4.43 -2.02 4.33
H 4.27 -2.67 1.89
H 5.56 -3.82 2.15
H 7.39 -2.40 0.91
H 6.74 -0.71 0.94
H 5.88 -2.03 0.14
H 2.99 -3.66 3.37
H 3.74 -4.85 3.97
C -6.53 -1.08 -3.98
C -5.87 -1.49 -5.31
C -4.41 -2.06 -5.04
O -3.68 -1.01 -4.44
C -2.29 -1.22 -4.47
N -6.72 -2.49 -5.87
H -5.84 -0.39 -3.50
H -6.48 -1.91 -3.28
H -7.58 -0.81 -3.89
H -5.88 -0.65 -6.01
H -3.95 -2.25 -6.01
H -4.59 -2.85 -4.32
H -1.98 -2.11 -3.93
H -1.80 -0.42 -3.92
H -1.80 -1.43 -5.42
H -7.64 -2.30 -5.51
H -6.80 -2.26 -6.85
C 1.38 -0.32 1.15
C 0.18 0.62 1.55
C -0.55 1.42 0.41
O 0.40 2.01 -0.47
C 0.49 1.31 -1.66
N -0.74 -0.01 2.45
H 1.83 -0.94 1.93
H 2.12 0.20 0.53
H 1.00 -1.08 0.47
H 0.79 1.34 2.09
H -1.24 2.17 0.78
H -1.25 0.76 -0.09
H 1.26 1.64 -2.36
H -0.48 1.53 -2.10
H 0.60 0.22 -1.64
H -0.25 -0.47 3.21
H -1.16 -0.79 1.98
C -8.04 1.12 -0.06
C -7.53 1.94 1.02
C -6.31 2.79 0.66
O -5.29 2.03 0.03
C -4.67 1.03 0.83
N -8.65 2.77 1.32
H -8.27 1.64 -0.99
H -8.81 0.44 0.28
H -7.22 0.41 -0.12
H -7.28 1.28 1.85
H -5.90 3.21 1.58
H -6.64 3.57 -0.03
H -5.25 0.12 0.95
H -4.27 1.34 1.80
H -3.71 0.73 0.40
H -8.41 3.17 2.22
H -9.47 2.20 1.47
O -0.99 2.32 4.19
H -1.09 1.80 3.39
H -1.75 2.90 4.19
O 1.22 -3.88 2.14
H 0.51 -3.42 1.69
H 1.47 -4.58 1.53
```

Calculated values
- net charge = 0
- ΔE to the lowest compared entry with this formula, charge and spin (kcal/mol) = 156.83
- frontier orbital gap (Ha) = 0.3187
- E_LUMO (eV) = -0.371
- spin multiplicity = 1